1.
{"formula": "C35H34Cl2N2O4P2Pb", "method": "ωB97M-V/def2-TZVPD", "elements": ["Pb", "Cl", "C", "C", "C", "C", "C", "Cl", "C", "N", "C", "C", "C", "C", "C", "C", "C", "C", "O", "O", "H", "H", "H", "H", "H", "H", "H", "H", "H", "H", "O", "N", "C", "C", "C", "C", "C", "C", "P", "C", "C", "C", "C", "C", "C", "C", "C", "C", "C", "C", "C", "H", "H", "H", "H", "H", "H", "H", "H", "H", "H", "H", "H", "H", "H", "H", "C", "P", "C", "C", "O", "H", "H", "H", "H", "H", "H", "H", "H", "H"], "xyz": [[-0.65327, -0.98445, 0.08211], [-1.20165, 1.93836, 6.93602], [-2.25584, 0.68953, 6.37525], [-2.76490, -0.20899, 7.29731], [-3.53003, -1.28379, 6.87368], [-3.78464, -1.47546, 5.52333], [-3.28021, -0.56859, 4.61329], [-3.61328, -0.78676, 2.93153], [-2.52613, 0.53767, 5.00981], [-1.99901, 1.40644, 4.03298], [-2.12244, 2.74171, 4.03536], [-3.08822, 3.37920, 4.87256], [-3.27597, 4.72769, 4.80301], [-2.51594, 5.48712, 3.90177], [-1.56096, 4.87642, 3.08469], [-1.33114, 3.52053, 3.12473], [-0.18960, 2.95563, 2.32072], [-0.49837, 1.98351, 1.17327], [-0.18896, 2.30609, 0.04363], [-0.99972, 0.82487, 1.50610], [-2.53002, -0.07881, 8.34417], [-3.92222, -1.98233, 7.59945], [-4.37923, -2.30806, 5.17556], [-1.66972, 0.99187, 3.13898], [-3.69435, 2.77215, 5.53017], [-4.01555, 5.20460, 5.43050], [-2.66532, 6.55659, 3.84085], [-0.97216, 5.48946, 2.41531], [0.49900, 2.43394, 2.99477], [0.33759, 3.78929, 1.86596], [-0.85844, -2.20012, 3.61022], [-1.46411, -2.27938, 2.64473], [-1.40003, -2.34180, -5.61831], [-1.56537, -2.74201, -4.30443], [-1.26514, -1.86010, -3.27202], [-0.79048, -0.58065, -3.53770], [-0.62883, -0.19066, -4.87040], [-0.93177, -1.06225, -5.89954], [-0.51572, 0.63504, -2.19401], [-1.89114, 1.76262, -2.52337], [-3.10861, 1.46714, -1.91475], [-4.24391, 2.19559, -2.22870], [-4.16648, 3.22392, -3.15829], [-2.95555, 3.52322, -3.76498], [-1.81618, 2.79593, -3.45226], [1.07803, 1.37038, -2.62798], [2.07041, 0.53730, -3.14763], [3.28976, 1.06895, -3.53950], [3.53663, 2.42795, -3.38899], [2.56775, 3.25145, -2.83265], [1.33937, 2.72857, -2.45226], [-1.64240, -3.02018, -6.42507], [-1.93348, -3.73320, -4.07657], [-1.42855, -2.20056, -2.25505], [-0.26859, 0.80417, -5.10339], [-0.81086, -0.74358, -6.92625], [-3.17003, 0.66110, -1.18920], [-5.18803, 1.96274, -1.75472], [-5.05210, 3.79159, -3.41005], [-2.89775, 4.31960, -4.49490], [-0.87835, 3.03684, -3.93565], [1.88423, -0.52383, -3.26237], [4.04220, 0.42509, -3.97654], [4.48180, 2.84374, -3.71218], [2.76557, 4.30717, -2.70167], [0.58775, 3.37241, -2.01806], [4.14536, -1.15837, -0.31313], [2.95340, -0.24999, 0.65932], [3.27521, 1.49581, 0.45428], [3.15810, -0.68820, 2.38067], [1.54209, -0.58774, 0.18983], [5.10865, -1.20184, 0.19601], [4.26842, -0.66792, -1.27912], [3.77627, -2.17160, -0.47072], [4.34703, 1.68566, 0.38661], [2.86671, 2.06196, 1.29166], [2.78884, 1.81951, -0.46766], [4.12675, -0.35982, 2.75835], [3.08224, -1.77068, 2.48923], [2.36396, -0.21912, 2.96290]], "e_above_lowest_ev": 0.000, "total_charge": 2, "homo_lumo_gap_ev": [8.22, 4.97], "e_lumo_ev": [-5.071, -8.019]}



2.
{"formula": "C18H13Cl2N7O2", "method": "ωB97M-V/def2-TZVPD", "elements": ["C", "N", "C", "C", "C", "O", "C", "C", "N", "C", "C", "N", "C", "O", "C", "N", "C", "N", "C", "Cl", "C", "Cl", "C", "C", "C", "N", "C", "N", "C", "H", "H", "H", "H", "H", "H", "H", "H", "H", "H", "H", "H", "H"], "xyz": [[0.09316, -3.17995, 4.68447], [0.54092, -2.70222, 3.35443], [0.77001, -3.46827, 2.22112], [1.14425, -2.65346, 1.18413], [1.40133, -3.03438, -0.22358], [1.80829, -4.17106, -0.39161], [1.14156, -2.10259, -1.35707], [1.86714, -2.29392, -2.49137], [1.75945, -1.47495, -3.55873], [0.84699, -0.47273, -3.52749], [0.05602, -0.22573, -2.39827], [-0.91590, 0.78785, -2.25226], [-1.55287, 1.58016, -3.21477], [-1.27370, 1.52292, -4.38850], [-2.54651, 2.67755, -2.73413], [-1.92227, 3.46262, -1.67706], [-1.03929, 4.53385, -1.89290], [-0.46756, 4.87969, -0.78532], [-0.99830, 4.07061, 0.21304], [-0.58722, 4.20166, 1.94032], [-1.88453, 3.16671, -0.33043], [-2.83202, 1.93872, 0.50919], [0.19509, -1.06998, -1.32132], [1.20847, -1.26246, 1.69825], [1.54756, -0.06888, 1.19473], [1.34590, 1.03804, 1.90531], [0.91616, 0.91074, 3.17391], [0.61733, -0.26552, 3.75265], [0.78727, -1.35308, 3.02276], [-0.10730, -4.26191, 4.68534], [-0.80173, -2.60866, 4.96961], [0.87969, -2.98043, 5.46793], [0.66254, -4.53514, 2.14078], [2.56707, -3.13364, -2.60028], [0.82668, 0.20456, -4.38003], [-1.17156, 1.00791, -1.29999], [-3.44571, 2.23982, -2.34181], [-2.77673, 3.30935, -3.57730], [-0.82392, 4.98050, -2.83722], [-0.50361, -0.96357, -0.48984], [1.93298, -0.03789, 0.21757], [0.73484, 1.80716, 3.73578]], "smiles": "Cn1cc(C(=O)c2cncc(NC(=O)Cn3cnc(Cl)c3Cl)c2)c2cncnc21", "total_charge": 0, "homo_lumo_gap_ev": 8.71, "e_lumo_ev": -0.218}



3.
{"formula": "C3H6BrNO2S", "method": "ωB97M-V/def2-TZVPD", "elements": ["C", "C", "C", "N", "O", "O", "S", "Br", "H", "H", "H", "H", "H", "H"], "xyz": [[-2.19969, -1.59435, -2.86731], [0.65417, 0.32557, 1.20216], [1.72576, 0.66371, 0.46833], [-1.88217, -1.02366, -1.83099], [-2.85110, -1.92662, 0.04699], [3.06713, 0.24063, 0.45463], [-2.16993, -0.67140, -0.23928], [-3.77204, 0.68411, 0.44455], [-1.54969, -2.34134, -3.32876], [-3.11052, -1.43740, -3.43540], [0.70300, -0.21704, 2.13718], [-0.14768, 0.97832, 0.97975], [1.72698, 1.43810, -0.24318], [3.23706, -0.20275, 1.27396]], "e_above_lowest_ev": 1.945, "total_charge": 0, "homo_lumo_gap_ev": 9.16, "e_lumo_ev": -0.177}



4.
{"formula": "C20H24N2O2", "method": "ωB97M-V/def2-TZVPD", "elements": ["C", "C", "C", "N", "C", "C", "C", "C", "C", "C", "C", "C", "C", "C", "N", "C", "C", "C", "C", "C", "C", "C", "O", "O", "H", "H", "H", "H", "H", "H", "H", "H", "H", "H", "H", "H", "H", "H", "H", "H", "H", "H", "H", "H", "H", "H", "H", "H"], "xyz": [[-1.43114, 3.56948, -4.53962], [-1.35445, 2.39390, -5.50547], [-2.01634, 1.11568, -5.04254], [-0.89496, 0.22914, -4.90083], [-1.03392, -1.17234, -4.49738], [-0.65496, -1.27362, -3.03879], [-1.61907, -1.06457, -2.03378], [-1.21738, -1.09908, -0.70299], [0.07834, -1.40815, -0.33898], [0.51152, -1.38521, 1.07502], [1.68931, -0.70487, 1.41136], [2.02977, -0.56997, 2.74468], [1.22637, -1.15275, 3.78016], [1.58951, -0.93133, 5.22005], [0.80842, 0.12440, 5.85572], [0.85889, 0.14376, 7.32126], [0.86399, 1.48418, 5.22256], [0.06100, -1.84076, 3.44487], [-0.27462, -1.99162, 2.06823], [0.99214, -1.66194, -1.34901], [0.66245, -1.55225, -2.69307], [0.26419, 0.79432, -5.40325], [1.32630, 0.18457, -5.50766], [0.02345, 2.06218, -5.76772], [-1.06419, 4.45420, -5.10730], [-2.48412, 3.70417, -4.21520], [-0.81496, 3.39133, -3.65794], [-1.84452, 2.68396, -6.43727], [-2.56931, 1.23502, -4.09697], [-2.73819, 0.78661, -5.79693], [-2.05995, -1.52104, -4.62276], [-0.39459, -1.81437, -5.12035], [-2.66888, -0.99352, -2.27380], [-1.92360, -0.90824, 0.07666], [2.24149, -0.27135, 0.57940], [2.89806, 0.01503, 3.03402], [2.65140, -0.73920, 5.27463], [1.41228, -1.84829, 5.77941], [0.47396, -0.80742, 7.76766], [1.86825, 0.28669, 7.63640], [0.26071, 0.98154, 7.75863], [1.90425, 1.90318, 5.21145], [0.19791, 2.16801, 5.72596], [0.49631, 1.40069, 4.21030], [-0.57353, -2.19331, 4.24584], [-1.16619, -2.59932, 1.78800], [2.01355, -1.92436, -1.08501], [1.39508, -1.68319, -3.49765]], "smiles": "C[C@@H]1CN(Cc2ccc(-c3ccc(CN(C)C)cc3)cc2)C(=O)O1", "e_above_lowest_ev": 1.921, "total_charge": 0, "homo_lumo_gap_ev": 8.93, "e_lumo_ev": 0.728}



Max |F|
In order: 0.9; 4.4; 2.5; 2.7
Unit: eV Å⁻¹